(1)
C48H60N3O5SSeW | ωB97M-V/def2-TZVPD

The total charge is -1. For the HOMO-LUMO gap, the calculation gives 0.2462 Ha. The energy is -143470.8619 eV.

XYZ file:
```
119
C48H60N3O5SSeW ωB97M-V/def2-TZVPD
W -0.15 0.00 -0.13
C -6.83 -0.08 4.48
C -6.49 -0.82 3.18
C -7.57 -0.54 2.12
C -6.48 -2.32 3.47
C -5.15 -0.32 2.66
C -4.02 -1.12 2.59
C -2.86 -0.59 2.07
Se -1.19 -1.59 1.87
C -0.01 -0.75 3.17
C 0.10 -1.34 4.42
C 1.10 -0.96 5.29
C 2.00 0.01 4.84
C 1.93 0.61 3.60
C 0.88 0.25 2.71
O 0.76 0.75 1.51
C 3.00 1.58 3.11
C 2.35 2.94 2.81
C 3.64 1.01 1.84
C 4.12 1.80 4.14
C 1.31 -1.61 6.65
C 0.13 -2.51 7.05
C 1.47 -0.54 7.73
C 2.58 -2.48 6.59
C -2.76 0.72 1.56
O -1.62 1.09 1.04
C -3.89 1.57 1.72
C -5.04 1.01 2.26
C -3.80 3.04 1.35
C -5.07 3.82 1.68
C -2.63 3.66 2.13
C -3.53 3.19 -0.16
H -7.77 -0.45 4.88
H -6.93 0.99 4.31
H -6.05 -0.23 5.22
H -8.54 -0.92 2.46
H -7.31 -1.04 1.19
H -7.66 0.52 1.93
H -7.48 -2.65 3.75
H -5.80 -2.55 4.29
H -6.17 -2.88 2.59
H -4.00 -2.14 2.93
H -0.60 -2.12 4.66
H 2.82 0.28 5.49
H 1.58 2.84 2.06
H 3.10 3.64 2.44
H 1.91 3.36 3.71
H 2.89 0.87 1.06
H 4.10 0.05 2.05
H 4.40 1.69 1.45
H 3.74 2.27 5.04
H 4.87 2.47 3.71
H 4.61 0.87 4.39
H -0.80 -1.96 7.00
H 0.27 -2.85 8.08
H 0.07 -3.38 6.41
H 0.56 0.05 7.80
H 2.30 0.13 7.52
H 1.65 -1.00 8.70
H 2.51 -3.19 5.76
H 2.70 -3.04 7.52
H 3.47 -1.87 6.44
H -5.91 1.63 2.37
H -5.32 3.75 2.73
H -5.91 3.45 1.09
H -4.93 4.87 1.42
H -2.79 3.55 3.20
H -2.55 4.72 1.90
H -1.70 3.17 1.87
H -4.37 2.81 -0.73
H -2.64 2.63 -0.44
H -3.37 4.24 -0.41
O -2.17 1.01 -3.21
C -1.25 1.49 -2.57
O -1.12 1.37 -1.28
C -0.22 2.37 -3.21
C -0.55 2.99 -4.41
C 0.30 3.89 -5.01
C 1.53 4.16 -4.41
C 1.88 3.54 -3.22
C 1.01 2.65 -2.58
S 1.54 1.94 -1.07
H -1.52 2.76 -4.84
H 0.03 4.38 -5.93
H 2.21 4.86 -4.86
H 2.83 3.74 -2.75
O 1.26 -1.49 0.68
C 2.41 -2.08 0.74
C 2.91 -2.56 1.97
C 4.11 -3.24 2.03
C 4.85 -3.47 0.88
C 4.39 -3.01 -0.33
C 3.18 -2.31 -0.43
C 2.63 -1.84 -1.67
N 1.72 -0.88 -1.80
C 1.48 -0.77 -3.14
C 2.23 -1.67 -3.83
N 2.96 -2.35 -2.89
H 2.33 -2.37 2.86
H 4.47 -3.58 2.99
H 5.78 -4.01 0.94
H 4.98 -3.16 -1.22
H 0.79 -0.04 -3.52
H 2.28 -1.91 -4.88
H 3.58 -3.12 -3.06
C -0.71 -3.68 -1.32
C -1.58 -2.43 -1.63
C -1.81 -2.33 -3.15
C -2.95 -2.59 -0.92
N -0.94 -1.26 -1.14
H -1.25 -4.59 -1.56
H -0.44 -3.67 -0.26
H 0.22 -3.64 -1.90
H -2.45 -3.15 -3.50
H -0.87 -2.36 -3.69
H -2.30 -1.38 -3.37
H -3.61 -3.27 -1.45
H -3.42 -1.60 -0.88
H -2.81 -2.95 0.10
```

(2)
C4H12N3 | ωB97M-V/def2-TZVPD

The calculation puts the energy relative to the best compared isomer or geometry (same formula, charge and spin) at 80.14 kJ/mol. The total charge is 0. The multiplicity is 2. Its expectation value of S² is 0.75. For the HOMO-LUMO gap (alpha / beta), the calculation gives 0.1899 / 0.3767 Ha. The energy is -8810.2216 eV.

XYZ file:
```
19
C4H12N3 ωB97M-V/def2-TZVPD
C -0.66 -0.27 1.19
C 0.36 -0.87 2.12
C 0.07 -1.64 3.16
H -0.55 -0.69 0.19
H -1.66 -0.50 1.54
H -0.55 0.81 1.10
H 1.40 -0.70 1.87
H 0.86 -2.04 3.77
H -0.93 -1.81 3.50
N -1.12 1.30 -1.72
C 0.17 0.88 -2.01
N 0.40 -0.38 -2.58
N 1.24 1.60 -1.49
H -1.90 0.72 -1.94
H -1.28 1.81 -0.85
H 1.34 -0.67 -2.73
H -0.34 -0.85 -3.04
H 1.04 2.22 -0.72
H 2.10 1.09 -1.36
```

(3)
C13H50N12O12 | ωB97M-V/def2-TZVPD

The calculation puts the energy relative to the best compared isomer or geometry (same formula, charge and spin) at 728.39 kJ/mol. The total charge is 0. For the HOMO-LUMO gap, the calculation gives 0.3074 Ha. The energy is -56739.8847 eV.

XYZ file:
```
87
C13H50N12O12 ωB97M-V/def2-TZVPD
N -13.08 16.80 2.39
C -13.52 15.64 2.05
N -14.72 15.61 1.55
O -12.62 14.61 2.09
H -12.19 16.90 2.94
H -13.68 17.65 2.46
H -15.05 14.63 1.54
H -15.38 16.39 1.48
N -5.46 17.77 5.16
C -6.43 17.92 4.28
N -6.34 17.05 3.30
O -7.48 18.76 4.45
H -5.34 18.44 5.92
H -4.75 17.06 5.03
H -7.12 16.99 2.64
H -5.59 16.32 3.19
N -8.59 15.25 1.07
C -9.05 16.42 1.51
N -8.27 17.40 1.09
O -9.98 16.58 2.48
H -9.04 14.42 1.50
H -7.77 15.18 0.42
H -8.52 18.29 1.46
H -7.32 17.26 0.73
N -8.12 16.31 8.86
C -7.47 17.03 7.94
N -7.15 16.19 7.01
O -7.19 18.34 7.95
H -8.26 16.97 9.66
H -7.90 15.36 9.12
H -6.47 16.66 6.33
H -7.59 15.23 7.00
N -9.34 16.44 5.12
C -10.48 16.14 5.68
N -10.34 15.76 6.89
O -11.68 16.28 5.08
H -9.30 16.88 4.18
H -8.55 16.60 5.71
H -11.22 15.76 7.44
H -9.53 15.77 7.53
N -8.04 14.13 4.74
C -7.86 13.34 5.80
N -8.47 13.71 6.86
O -6.97 12.28 5.78
H -7.45 13.99 3.94
H -8.67 14.95 4.80
H -8.35 13.07 7.72
H -9.32 14.29 6.79
C -11.69 16.08 9.84
C -12.53 15.10 9.00
O -12.88 15.89 7.89
H -11.97 17.14 9.80
H -10.66 16.00 9.60
H -11.72 15.71 10.82
H -13.41 14.90 9.53
H -11.94 14.28 8.71
H -13.49 15.30 7.34
C -14.61 17.92 5.75
O -13.22 18.36 5.64
H -14.88 17.47 4.80
H -15.22 18.81 5.91
H -14.79 17.16 6.48
H -12.72 17.60 5.32
C -14.61 14.27 4.84
O -14.70 14.59 6.24
H -15.16 15.03 4.25
H -14.99 13.27 4.71
H -13.61 14.22 4.48
H -15.57 14.29 6.63
C -10.40 18.70 8.16
O -10.86 19.63 9.18
H -10.12 17.82 8.67
H -9.43 19.09 7.79
H -11.18 18.45 7.39
H -11.06 19.06 9.93
C -10.87 19.60 4.17
O -11.78 20.71 4.14
H -10.23 19.47 3.26
H -11.43 18.70 4.22
H -10.23 19.66 5.12
H -11.96 20.95 3.32
C -11.64 12.86 6.29
O -12.50 12.00 6.92
H -12.14 13.78 5.98
H -11.12 12.37 5.48
H -10.84 13.17 7.02
H -11.97 11.23 7.24
```

(4)
CH12NO4 | ωB97M-V/def2-TZVPD

The calculation puts the energy relative to the best compared isomer or geometry (same formula, charge and spin) at 71.30 kJ/mol. The total charge is +1. For the HOMO-LUMO gap, the calculation gives 0.3553 Ha. The energy is -10905.0264 eV.

XYZ file:
```
18
CH12NO4 ωB97M-V/def2-TZVPD
C -2.74 -0.63 1.17
N -2.45 -1.58 0.39
H -3.75 -0.38 1.48
H -1.89 -0.10 1.60
H -1.46 -1.69 0.11
H -3.18 -1.96 -0.20
H 3.35 2.34 1.71
H 4.58 2.87 0.94
O 3.63 2.73 0.87
H 0.92 -2.25 -0.22
H 0.28 -0.90 -0.14
O 0.25 -1.78 0.29
H -1.08 -0.75 -3.05
H -0.38 0.47 -2.46
O -0.94 -0.28 -2.22
H 0.84 1.92 -0.44
H 2.08 1.18 0.22
O 1.20 1.08 -0.14
```

(5)
C21H43FO22PS6 | ωB97M-V/def2-TZVPD

The total charge is -1. For the HOMO-LUMO gap, the calculation gives 0.2056 Ha. The energy is -144528.3522 eV.

XYZ file:
```
94
C21H43FO22PS6 ωB97M-V/def2-TZVPD
C -0.50 -4.57 -2.66
C -1.42 -3.94 -1.79
C -1.78 -2.39 -1.86
O -1.05 -1.48 -1.03
P -0.74 0.00 -1.95
C -0.65 0.81 -0.22
C -0.68 2.41 -0.26
F -1.54 2.85 -1.33
C 1.08 -0.66 -2.01
S 2.36 0.54 -1.44
C 3.32 1.22 -2.87
C 3.63 0.19 -4.02
O -1.01 -0.74 -3.50
C -1.86 -1.90 -3.40
C -3.44 -1.66 -3.59
C -3.84 -1.46 -5.13
H -0.74 -5.53 -3.22
H 0.52 -4.07 -2.71
H -1.89 -4.64 -1.02
H -2.83 -2.33 -1.42
H -0.25 1.14 -2.71
H -2.13 0.41 -1.95
H 0.19 0.42 0.44
H -1.61 0.52 0.31
H -1.18 2.82 0.68
H 0.36 2.84 -0.39
H 1.24 -1.06 -3.06
H 1.17 -1.57 -1.33
H 4.32 1.57 -2.46
H 2.81 2.17 -3.23
H 3.95 0.81 -4.93
H 2.76 -0.43 -4.36
H 4.49 -0.50 -3.81
H -1.43 -2.56 -4.21
H -3.76 -0.76 -2.98
H -3.97 -2.59 -3.23
H -3.73 -2.43 -5.70
H -4.95 -1.21 -5.12
H -3.26 -0.61 -5.58
C 2.59 -7.35 0.32
C 2.60 -6.96 1.79
O 2.38 -5.55 1.80
S 1.42 -5.16 0.55
O 0.07 -5.07 1.03
O 2.05 -4.12 -0.19
O 1.57 -6.55 -0.27
H 3.54 -7.10 -0.16
H 2.38 -8.41 0.18
H 3.55 -7.20 2.28
H 1.78 -7.44 2.34
C 0.02 2.86 5.06
C -0.76 2.82 3.76
O 0.22 2.97 2.74
S 1.60 2.28 3.23
O 1.68 0.96 2.68
O 2.66 3.24 3.08
O 1.23 2.15 4.80
H 0.28 3.89 5.34
H -0.52 2.39 5.89
H -1.50 3.61 3.70
H -1.25 1.85 3.63
C 6.60 -2.45 -2.98
C 7.88 -2.88 -2.28
O 8.84 -3.03 -3.32
S 8.52 -1.96 -4.50
O 9.37 -0.83 -4.31
O 8.43 -2.67 -5.74
O 7.02 -1.56 -4.02
H 6.10 -3.30 -3.44
H 5.92 -1.94 -2.30
H 7.76 -3.81 -1.73
H 8.24 -2.10 -1.60
C -6.01 3.88 -0.33
C -4.51 4.10 -0.38
O -4.16 4.54 0.94
S -5.15 3.84 2.01
O -4.49 2.70 2.56
O -5.72 4.87 2.83
O -6.27 3.32 0.96
H -6.55 4.83 -0.41
H -6.35 3.20 -1.11
H -4.22 4.84 -1.12
H -3.98 3.16 -0.58
C -4.37 5.25 7.26
C -3.87 3.85 6.93
O -2.69 4.06 6.14
S -1.96 5.42 6.63
O -0.91 5.06 7.54
O -1.74 6.25 5.50
O -3.18 6.02 7.50
H -4.90 5.69 6.42
H -5.01 5.26 8.15
H -4.60 3.27 6.37
H -3.58 3.31 7.83
```